No. 1
{
  "formula": "C49H69Br2MnN4P2Si",
  "method": "ωB97M-V/def2-TZVPD",
  "symbols": ["Mn", "C", "Si", "C", "C", "C", "C", "C", "C", "P", "C", "C", "C", "C", "C", "C", "C", "C", "C", "C", "C", "C", "C", "C", "C", "C", "C", "C", "P", "C", "C", "C", "C", "C", "C", "C", "C", "C", "C", "C", "C", "H", "H", "H", "H", "H", "H", "H", "H", "H", "H", "H", "H", "H", "H", "H", "H", "H", "H", "H", "H", "H", "H", "H", "H", "H", "H", "H", "H", "H", "H", "H", "H", "H", "H", "H", "H", "H", "H", "H", "H", "H", "H", "H", "H", "H", "H", "H", "H", "H", "H", "H", "H", "H", "H", "H", "Br", "C", "C", "C", "N", "C", "C", "C", "C", "C", "Br", "C", "C", "N", "H", "H", "H", "H", "H", "H", "N", "C", "C", "N", "H", "H", "H", "H", "H", "H", "H", "H"],
  "xyz": [[-0.533, -0.028, -0.235], [3.096, 0.980, 0.148], [1.544, 0.235, 0.930], [2.117, -1.465, 1.536], [3.448, -1.747, 1.879], [3.801, -2.948, 2.477], [2.818, -3.890, 2.760], [1.501, -3.641, 2.407], [1.147, -2.446, 1.767], [-0.546, -2.052, 1.182], [-1.605, -2.095, 2.697], [-1.939, -3.495, 3.270], [-2.185, -3.464, 4.786], [-2.919, -2.189, 5.175], [-2.028, -0.962, 4.913], [-1.004, -1.205, 3.793], [-1.064, -3.499, 0.126], [-2.621, -3.556, 0.000], [-3.171, -4.974, 0.166], [-2.510, -5.945, -0.811], [-0.968, -5.836, -0.766], [-0.481, -4.903, 0.347], [1.379, 1.173, 2.571], [2.350, 1.123, 3.583], [2.216, 1.863, 4.747], [1.113, 2.697, 4.912], [0.149, 2.766, 3.922], [0.263, 1.990, 2.761], [-0.933, 2.022, 1.379], [-0.589, 3.737, 0.709], [0.809, 3.714, 0.060], [1.093, 5.002, -0.715], [0.984, 6.223, 0.194], [-0.371, 6.247, 0.893], [-0.627, 4.944, 1.657], [-2.640, 1.902, 2.158], [-3.757, 2.431, 1.228], [-4.098, 3.906, 1.443], [-4.464, 4.188, 2.899], [-3.355, 3.747, 3.853], [-2.972, 2.291, 3.613], [3.739, 1.394, 0.932], [2.873, 1.793, -0.550], [3.676, 0.224, -0.397], [4.223, -1.010, 1.687], [4.834, -3.147, 2.735], [3.077, -4.822, 3.246], [0.759, -4.395, 2.629], [-2.541, -1.616, 2.381], [-1.139, -4.203, 3.059], [-2.833, -3.877, 2.772], [-1.231, -3.512, 5.320], [-2.750, -4.350, 5.080], [-3.226, -2.218, 6.221], [-3.841, -2.120, 4.587], [-1.492, -0.685, 5.823], [-2.655, -0.108, 4.653], [-0.107, -1.691, 4.190], [-0.671, -0.254, 3.383], [-0.648, -3.201, -0.841], [-2.933, -3.199, -0.984], [-3.105, -2.894, 0.721], [-4.251, -4.961, 0.010], [-3.013, -5.316, 1.190], [-2.873, -5.736, -1.821], [-2.826, -6.963, -0.581], [-0.587, -5.457, -1.721], [-0.520, -6.821, -0.633], [0.606, -4.858, 0.319], [-0.761, -5.311, 1.319], [3.219, 0.483, 3.467], [2.969, 1.799, 5.525], [1.009, 3.295, 5.810], [-0.690, 3.435, 4.060], [-1.331, 3.913, -0.076], [0.927, 2.843, -0.582], [1.552, 3.609, 0.860], [0.369, 5.102, -1.534], [2.085, 4.950, -1.172], [1.137, 7.142, -0.374], [1.776, 6.178, 0.950], [-1.165, 6.389, 0.148], [-0.431, 7.093, 1.581], [-1.575, 5.017, 2.178], [0.153, 4.824, 2.414], [-2.694, 0.808, 2.158], [-4.665, 1.845, 1.425], [-3.502, 2.255, 0.185], [-4.929, 4.180, 0.789], [-3.253, 4.530, 1.144], [-5.380, 3.638, 3.143], [-4.689, 5.248, 3.037], [-3.685, 3.863, 4.888], [-2.488, 4.398, 3.739], [-3.847, 1.684, 3.880], [-2.179, 1.976, 4.287], [4.947, -1.354, -4.154], [3.390, -1.127, -3.147], [2.973, -2.104, -2.275], [1.836, -1.854, -1.521], [1.132, -0.718, -1.607], [1.512, 0.179, -2.504], [2.641, 0.032, -3.281], [0.570, 1.345, -2.668], [0.729, 2.275, -3.676], [-0.259, 3.232, -3.853], [-0.077, 4.528, -5.184], [-1.376, 3.213, -3.051], [-1.430, 2.256, -2.053], [-0.466, 1.361, -1.840], [3.513, -3.035, -2.166], [1.499, -2.579, -0.796], [2.950, 0.798, -3.978], [1.587, 2.256, -4.331], [-2.180, 3.924, -3.183], [-2.277, 2.190, -1.387], [-1.544, -1.306, -2.358], [-2.849, -0.734, -2.725], [-3.698, -0.482, -1.477], [-2.852, -0.127, -0.330], [-0.873, -1.131, -3.095], [-1.607, -2.314, -2.286], [-3.404, -1.370, -3.415], [-2.659, 0.207, -3.240], [-4.318, -1.357, -1.267], [-4.380, 0.347, -1.677], [-3.404, -0.061, 0.512], [-2.167, -0.891, -0.162]],
  "homo_lumo_gap_ev": [7.086, 6.679],
  "multiplicity": 2,
  "s_squared": 0.790,
  "charge": 1,
  "lumo_energy_ev": [-2.89, -2.91],
  "homo_energy_ev": [-9.98, -9.59]
}


No. 2
{
  "formula": "C49H70N4PS2SeTl",
  "method": "ωB97M-V/def2-TZVPD",
  "symbols": ["Tl", "C", "C", "S", "C", "C", "S", "H", "H", "H", "H", "H", "H", "C", "C", "C", "C", "C", "C", "N", "N", "C", "C", "C", "C", "C", "C", "H", "H", "H", "H", "H", "H", "H", "H", "H", "C", "C", "C", "C", "C", "C", "P", "C", "C", "C", "C", "C", "C", "C", "C", "C", "C", "C", "C", "H", "H", "H", "H", "H", "H", "H", "H", "H", "H", "H", "H", "H", "H", "H", "H", "H", "H", "H", "H", "H", "H", "H", "H", "H", "H", "H", "H", "H", "H", "H", "H", "H", "C", "C", "C", "C", "N", "C", "Se", "N", "C", "C", "C", "C", "C", "C", "C", "C", "C", "C", "H", "H", "H", "H", "H", "H", "H", "H", "H", "H", "H", "H", "H", "H", "H", "H", "H", "H", "H", "H", "H", "H"],
  "xyz": [[-1.148, 0.505, -1.097], [-5.479, 2.112, -1.981], [-4.191, 1.322, -2.175], [-2.713, 2.255, -2.099], [-4.203, -0.014, -2.298], [-5.501, -0.794, -2.187], [-2.763, -0.991, -2.465], [-5.271, 3.179, -1.948], [-5.988, 1.839, -1.049], [-6.178, 1.929, -2.800], [-6.321, -0.292, -2.703], [-5.789, -0.911, -1.136], [-5.388, -1.792, -2.608], [-4.808, 1.289, 3.549], [-3.615, 1.049, 4.226], [-2.465, 0.736, 3.523], [-2.516, 0.665, 2.135], [-3.696, 0.928, 1.450], [-4.846, 1.231, 2.163], [-1.376, 0.352, 1.332], [-0.429, -0.168, 1.890], [0.687, -0.506, 1.061], [1.724, -1.136, 1.743], [2.827, -1.600, 1.046], [2.884, -1.423, -0.331], [1.848, -0.780, -1.004], [0.742, -0.308, -0.318], [-5.707, 1.525, 4.106], [-3.583, 1.112, 5.306], [-1.523, 0.560, 4.029], [-3.711, 0.880, 0.363], [-5.771, 1.428, 1.635], [1.637, -1.265, 2.817], [3.634, -2.099, 1.568], [3.735, -1.798, -0.889], [1.914, -0.659, -2.081], [-0.576, 7.543, -1.746], [-0.488, 6.610, -2.973], [-0.543, 5.133, -2.556], [0.264, 4.937, -1.265], [-0.495, 5.626, -0.107], [-1.297, 6.847, -0.593], [0.556, 3.150, -0.899], [1.909, 2.631, -2.084], [1.323, 1.954, -3.341], [2.445, 1.677, -4.341], [2.984, 3.001, -4.922], [2.816, 4.161, -3.927], [2.987, 3.677, -2.487], [1.485, 3.098, 0.705], [2.700, 4.031, 0.866], [3.131, 4.131, 2.348], [2.817, 2.833, 3.092], [1.292, 2.622, 3.171], [0.580, 3.222, 1.943], [-1.085, 8.470, -2.012], [0.430, 7.821, -1.412], [0.443, 6.804, -3.513], [-1.308, 6.817, -3.664], [-0.183, 4.501, -3.368], [-1.574, 4.827, -2.371], [1.239, 5.414, -1.398], [0.219, 5.945, 0.657], [-1.177, 4.910, 0.364], [-1.444, 7.540, 0.238], [-2.292, 6.535, -0.923], [2.409, 1.843, -1.514], [0.561, 2.582, -3.812], [0.821, 1.024, -3.071], [2.099, 1.022, -5.142], [3.249, 1.146, -3.819], [2.457, 3.239, -5.848], [4.040, 2.883, -5.177], [1.826, 4.609, -4.041], [3.540, 4.949, -4.144], [2.993, 4.526, -1.807], [3.975, 3.211, -2.399], [1.852, 2.065, 0.696], [2.471, 5.032, 0.488], [3.531, 3.644, 0.272], [2.600, 4.955, 2.836], [4.196, 4.363, 2.408], [3.248, 2.853, 4.094], [3.284, 1.996, 2.563], [0.901, 3.087, 4.080], [1.070, 1.553, 3.241], [0.359, 4.274, 2.129], [-0.377, 2.727, 1.775], [-1.991, -6.656, 1.924], [-2.460, -5.794, 3.106], [-2.433, -4.286, 2.836], [-1.050, -3.651, 2.890], [-0.074, -4.246, 1.977], [-0.022, -4.016, 0.632], [-1.241, -3.080, -0.365], [1.113, -4.624, 0.178], [1.623, -4.516, -1.187], [0.815, -5.309, -2.213], [0.590, -6.776, -1.849], [1.858, -7.629, -1.905], [1.800, -5.208, 1.241], [2.995, -5.906, 1.307], [3.395, -6.381, 2.550], [2.618, -6.167, 3.690], [1.425, -5.459, 3.621], [1.040, -4.974, 2.381], [-2.346, -7.683, 2.028], [-0.902, -6.694, 1.849], [-2.377, -6.259, 0.981], [-1.859, -6.026, 3.993], [-3.490, -6.067, 3.347], [-3.036, -3.764, 3.586], [-2.879, -4.079, 1.863], [-0.636, -3.751, 3.893], [-1.121, -2.590, 2.657], [2.656, -4.859, -1.161], [1.621, -3.460, -1.458], [1.352, -5.242, -3.165], [-0.146, -4.814, -2.346], [-0.145, -7.187, -2.543], [0.144, -6.836, -0.851], [2.318, -7.572, -2.895], [1.639, -8.678, -1.697], [2.599, -7.302, -1.171], [3.604, -6.080, 0.429], [4.322, -6.933, 2.633], [2.949, -6.559, 4.642], [0.820, -5.301, 4.505]],
  "homo_lumo_gap_ev": 5.800,
  "charge": 0,
  "lumo_energy_ev": -0.82,
  "homo_energy_ev": -6.61
}


Here are the calculated relative energy (zero: lowest compared OMol25 entry of this formula, charge and spin) numbers, same order: 0.0000; 0.8039 (eV).
Here are the calculated total energy numbers, same order: -255750.9425; -158909.4842 (eV).